#a
{
  "formula": "C19H24N2O2",
  "method": "the ωB97M-V functional and the def2-TZVPD basis",
  "homo_lumo_gap_ev": 9.554,
  "e_lumo_ev": 0.80,
  "e_homo_ev": -8.76,
  "charge": 0,
  "symbols": ["H", "C", "H", "H", "H", "H", "H", "C", "H", "N", "C", "H", "H", "H", "C", "C", "H", "C", "C", "C", "H", "C", "N", "H", "O", "C", "C", "H", "O", "H", "C", "H", "C", "H", "H", "H", "C", "H", "H", "C", "H", "C", "C", "C", "H", "H", "C"],
  "xyz": [[4.406, -0.697, 1.812], [-2.439, -1.413, -0.381], [2.038, -1.455, -1.652], [1.875, 2.952, -0.975], [-4.981, 0.427, 1.106], [-0.001, -0.344, 2.701], [2.609, -2.282, 1.937], [4.198, -0.531, 0.763], [-1.272, -0.194, 0.853], [0.895, -1.406, 1.131], [0.695, 1.054, 1.263], [5.843, 0.812, 0.506], [-2.345, -2.472, -0.642], [1.765, -0.231, 2.572], [-2.653, 0.899, -1.404], [-0.152, -1.834, 0.350], [-3.154, -0.963, -2.354], [-0.236, 2.051, 1.361], [-4.011, 0.306, 0.619], [1.254, 2.557, -0.197], [-2.657, 1.444, -2.351], [4.750, 0.534, -1.313], [-1.313, -1.129, 0.487], [3.478, 0.060, -2.969], [1.601, 1.368, 0.316], [3.125, -1.172, 0.162], [2.188, -2.047, 0.953], [-4.568, -1.585, -0.234], [-0.060, -2.819, -0.361], [1.992, -2.977, 0.414], [3.681, -0.105, -1.920], [-1.068, 2.093, 2.035], [0.835, -0.247, 1.996], [-1.419, -0.716, -2.143], [5.380, 1.200, -1.885], [-4.159, 2.149, -0.495], [-3.753, -1.178, 0.367], [-4.795, 0.732, -1.337], [-3.254, 0.707, 1.296], [2.875, -0.954, -1.187], [-1.849, 1.317, -0.793], [5.009, 0.317, 0.028], [-2.394, -0.581, -1.670], [-3.988, 1.088, -0.691], [-0.373, 3.954, 0.206], [-3.729, -1.720, 1.314], [0.133, 3.033, 0.408]],
  "nbo_charge": [0.2051, -0.0510, 0.2264, 0.2086, 0.2111, 0.2212, 0.1918, -0.2461, 0.4006, -0.4520, 0.2667, 0.2112, 0.2391, 0.2296, -0.4088, 0.7992, 0.2012, -0.3271, -0.3984, 0.1006, 0.2102, -0.2249, -0.6639, 0.2106, -0.3992, 0.0608, -0.2583, 0.2037, -0.6797, 0.2600, -0.1971, 0.2287, -0.2656, 0.2171, 0.2112, 0.2046, -0.4019, 0.1938, 0.1816, -0.2320, 0.1994, -0.2074, -0.4077, -0.3980, 0.2312, 0.2139, -0.3202]
}

#b
{
  "formula": "C19H24N2O2",
  "method": "the ωB97M-V functional and the def2-TZVPD basis",
  "homo_lumo_gap_ev": 8.438,
  "e_lumo_ev": 0.73,
  "e_homo_ev": -7.70,
  "charge": 0,
  "symbols": ["H", "H", "H", "C", "H", "C", "C", "C", "C", "C", "H", "C", "C", "H", "H", "H", "C", "H", "H", "C", "H", "C", "C", "N", "N", "H", "H", "H", "C", "O", "O", "H", "H", "H", "C", "H", "C", "H", "H", "H", "C", "C", "H", "H", "H", "C", "C"],
  "xyz": [[-6.480, -1.564, 1.591], [-7.255, 1.345, 2.148], [-7.462, -0.484, -0.396], [4.403, 2.090, 0.912], [0.229, 2.290, -1.884], [7.606, -1.728, 0.461], [-4.253, -0.522, -0.882], [-2.081, -1.060, -1.776], [-3.704, 0.605, -0.286], [-1.520, 0.071, -1.176], [6.722, 0.750, 1.040], [-6.475, -0.173, -0.038], [-3.417, -1.352, -1.631], [8.078, -1.326, 1.354], [-6.374, 0.906, -0.214], [1.601, -0.302, -0.072], [5.934, 0.131, 0.633], [0.240, -0.205, -2.095], [4.263, 2.729, 0.041], [-6.348, -0.489, 1.454], [5.380, -3.012, -0.444], [4.669, 0.684, 0.480], [1.982, 1.441, -0.982], [-0.144, 0.271, -1.288], [2.348, 0.356, -0.260], [-7.285, 0.032, 3.325], [-8.390, 0.010, 1.950], [7.593, -2.814, 0.526], [-7.384, 0.272, 2.270], [2.738, 2.243, -1.484], [-5.566, -0.900, -0.834], [3.130, -2.072, -0.752], [-1.974, 1.785, 0.042], [-1.452, -1.714, -2.364], [3.662, -0.122, -0.055], [-3.846, -2.223, -2.099], [-2.357, 0.895, -0.433], [-4.309, 1.283, 0.295], [5.231, 2.473, 1.503], [8.217, -1.446, -0.397], [3.927, -1.451, -0.366], [6.219, -1.185, 0.299], [-5.343, -0.234, 1.796], [0.107, 1.986, -0.138], [3.490, 2.140, 1.504], [5.191, -1.979, -0.192], [0.460, 1.570, -1.086]],
  "nbo_charge": [0.2067, 0.2013, 0.1910, -0.6639, 0.2075, -0.6250, 0.2583, -0.2253, -0.2380, 0.1390, 0.2040, -0.0576, -0.2286, 0.2163, 0.1661, 0.4189, -0.2342, 0.3788, 0.2564, -0.4251, 0.2092, 0.0938, 0.6735, -0.6176, -0.6269, 0.2157, 0.2031, 0.2140, -0.6063, -0.6069, -0.4948, 0.2061, 0.2083, 0.2051, 0.0874, 0.2247, -0.2662, 0.2082, 0.2099, 0.2205, -0.2009, -0.0112, 0.2042, 0.2148, 0.2137, -0.2218, -0.3061]
}

#a takes first place; second place is 3.7 kcal/mol up.

#a
{
  "formula": "C4H6FI",
  "method": "the ωB97M-V functional and the def2-TZVPD basis",
  "homo_lumo_gap_ev": [6.989, 7.900],
  "e_lumo_ev": [0.20, -0.58],
  "spin_multiplicity": 3,
  "e_homo_ev": [-6.79, -8.48],
  "charge": 0,
  "symbols": ["I", "C", "H", "C", "H", "C", "H", "H", "H", "C", "F", "H"],
  "xyz": [[2.798, -0.554, -0.395], [-0.185, -1.411, -0.549], [0.479, -2.299, -0.612], [3.747, 1.242, 0.286], [-0.847, 1.301, 0.157], [0.652, -0.102, -0.529], [0.677, 1.271, 1.208], [0.595, 2.154, -0.440], [-0.871, -1.346, -1.469], [0.271, 1.105, 0.163], [4.836, 1.242, -0.447], [-0.924, -1.472, 0.315]],
  "lowdin_spin": [0.1059, 0.0802, 0.0013, 0.6822, 0.0017, 0.7173, 0.0319, 0.0382, 0.0238, 0.1153, 0.1833, 0.0190]
}

#b
{
  "formula": "C4H6FI",
  "method": "the ωB97M-V functional and the def2-TZVPD basis",
  "homo_lumo_gap_ev": [7.444, 7.637],
  "e_lumo_ev": [0.05, -1.48],
  "spin_multiplicity": 3,
  "e_homo_ev": [-7.39, -9.11],
  "charge": 0,
  "symbols": ["F", "H", "H", "H", "C", "H", "I", "C", "H", "H", "C", "C"],
  "xyz": [[1.165, 2.101, -1.534], [2.059, -0.441, -0.375], [-0.999, -1.140, 1.675], [-1.781, -0.596, 0.264], [-1.066, -0.211, 1.089], [1.548, -1.191, 1.202], [-1.663, 1.979, -2.068], [0.069, 0.087, 0.229], [0.698, -1.596, -0.236], [-1.507, 0.622, 1.495], [0.259, 1.179, -1.927], [1.217, -0.793, 0.185]],
  "lowdin_spin": [0.0636, 0.0080, 0.0200, 0.0382, 0.1694, 0.0274, 0.1076, 1.1194, 0.0348, 0.0174, 0.2208, 0.1734]
}

#b takes first place; second place is 1.7 kcal/mol up.

#a
{
  "formula": "C3H9O3P",
  "method": "the ωB97M-V functional and the def2-TZVPD basis",
  "homo_lumo_gap_ev": 10.572,
  "e_lumo_ev": 0.25,
  "e_homo_ev": -10.33,
  "charge": 0,
  "symbols": ["H", "C", "H", "O", "O", "P", "H", "H", "H", "C", "C", "O", "H", "H", "H", "H"],
  "xyz": [[-2.997, -0.362, 0.865], [-0.797, 0.951, 0.533], [-3.498, -0.730, -0.908], [1.703, 0.047, 0.387], [-0.412, -1.083, -0.657], [3.073, 0.092, -0.381], [2.829, -0.630, -1.426], [-2.635, -1.888, 0.248], [0.260, 0.986, 0.861], [-2.638, -0.821, -0.126], [-1.139, -0.424, -0.055], [4.273, -0.408, 0.199], [-1.121, 1.516, 1.598], [-0.826, 1.884, -0.291], [2.891, 1.446, -0.564], [1.035, -0.576, -0.282]],
  "nbo_charge": [0.2191, -0.8233, 0.2766, -1.0822, -0.5287, 1.8651, -0.1624, 0.2371, 0.2975, -0.7605, 0.6466, -1.0772, 0.2592, 0.2626, -0.1489, 0.5196]
}

#b
{
  "formula": "C3H9O3P",
  "method": "the ωB97M-V functional and the def2-TZVPD basis",
  "homo_lumo_gap_ev": 9.648,
  "e_lumo_ev": 0.73,
  "e_homo_ev": -8.92,
  "charge": 0,
  "symbols": ["H", "P", "H", "O", "H", "H", "H", "O", "H", "C", "H", "O", "H", "C", "C", "H"],
  "xyz": [[1.640, -1.601, -0.907], [-0.879, 1.689, 0.315], [-1.790, 2.315, -0.635], [-1.624, -0.885, 1.267], [1.603, 0.312, -1.748], [2.687, -0.924, 0.186], [0.998, -1.129, 0.752], [0.010, 0.769, -0.913], [1.829, 1.176, -0.067], [1.366, 0.472, -0.696], [-1.582, -0.560, -1.046], [-2.484, -0.319, -0.713], [-2.082, -1.792, 0.968], [-2.255, 0.150, 0.526], [1.631, -0.932, -0.081], [-3.026, 0.683, 1.027]],
  "nbo_charge": [0.2031, 0.6820, -0.0541, -0.7538, 0.1900, 0.2060, 0.2282, -0.8061, 0.1752, -0.0614, 0.4970, -0.7162, 0.4801, 0.2171, -0.6435, 0.1563]
}

#b takes first place; second place is 11.7 kcal/mol up.